*one*
# C8H9N3OS

C8H9N3OS in the gas phase (ωB97M-V/def2-TZVPD, the OMol25 dataset).

For the LUMO energy, the calculation gives 0.519 eV. As for the multiplicity: 1. The charge is 0. The structure (SMILES) is C[S@](=N)(=O)c1ccccc1N=C=N.

Element x y z (Å)
C (-2.53, -0.18, 0.45)
N (-0.67, 0.70, 1.65)
H (-3.18, 0.27, 1.19)
C (-2.20, -1.47, -1.56)
H (-0.14, -1.79, -2.12)
S (1.86, -0.36, -0.15)
C (-0.35, -0.61, -0.37)
N (2.29, -0.06, 1.29)
C (-3.04, -0.89, -0.62)
C (-0.82, -1.34, -1.42)
H (3.14, 1.47, -1.00)
N (0.94, 2.06, 2.71)
C (2.08, 1.23, -1.01)
H (-2.61, -2.02, -2.39)
O (2.50, -1.42, -0.91)
H (-4.11, -1.00, -0.72)
H (1.72, 1.10, -2.03)
H (2.57, -0.86, 1.83)
H (1.51, 1.98, -0.48)
C (-1.15, -0.01, 0.59)
C (0.33, 1.23, 2.07)
H (1.89, 1.98, 3.00)

Atomic partial charges in e from the Mulliken method, atoms 1 to 8:
1. C -0.43
2. N -0.37
3. H 0.47
4. C -0.41
5. H 0.43
6. S 0.86
7. C 0.45
8. N -0.60

***

*two*
# C8H9N3OS

C8H9N3OS in the gas phase (ωB97M-V/def2-TZVPD, the OMol25 dataset).

For the LUMO energy (alpha / beta), the calculation gives -0.918 / -0.917 eV. As for the multiplicity: 1. The charge is 0.

Element x y z (Å)
H (1.85, -0.66, -2.37)
S (0.33, -1.53, -0.83)
C (1.78, -1.26, 2.03)
C (-2.12, -1.32, 0.03)
H (1.46, -1.88, 2.89)
C (-3.10, -0.65, 0.66)
H (-4.09, -1.09, 0.96)
N (0.23, 1.54, -0.66)
C (-1.75, 1.36, 0.70)
C (-2.72, 0.63, 1.22)
H (-1.43, 2.31, 1.05)
C (1.07, 1.08, -1.61)
O (1.24, -1.89, 0.85)
H (2.93, -1.35, 1.97)
C (-0.73, 0.76, -0.09)
H (-3.36, 1.04, 2.02)
N (1.12, -0.45, -1.75)
H (-2.33, -2.34, -0.18)
C (-0.97, -0.60, -0.39)
N (1.98, 1.73, -2.20)
H (1.39, -0.11, 2.20)
H (2.70, 1.19, -2.65)

Atomic partial charges in e from the Mulliken method, atoms 1 to 8:
1. H 0.22
2. S 0.31
3. C -0.48
4. C -0.68
5. H 0.22
6. C -0.55
7. H 0.31
8. N -0.67

***

Order of stability, best first: *one*, *two*

***

*one*
# CH2Cl2

CH2Cl2 in the gas phase (ωB97M-V/def2-TZVPD, the OMol25 dataset).

For the LUMO energy, the calculation gives 1.018 eV. As for the multiplicity: 1. The charge is 0. The structure (SMILES) is ClCCl.

Element x y z (Å)
Cl (0.96, 1.16, -0.76)
Cl (-0.54, -1.34, -0.86)
H (-0.91, 0.54, 0.51)
C (-0.03, 0.02, 0.13)
H (0.52, -0.37, 0.98)

Population analysis type Mulliken, resulting atomic charges in e:
1. Cl -0.14
2. Cl -0.15
3. H 0.25
4. C -0.22
5. H 0.25

***

*two*
# CH2Cl2

CH2Cl2 in the gas phase (ωB97M-V/def2-TZVPD, the OMol25 dataset).

For the LUMO energy, the calculation gives 0.999 eV. As for the multiplicity: 1. The charge is 0. The structure (SMILES) is ClCCl.

Element x y z (Å)
H (-0.83, 0.55, 0.58)
Cl (1.21, -0.17, 1.16)
C (-0.15, -0.06, 0.00)
H (-0.57, -1.03, -0.24)
Cl (0.35, 0.70, -1.50)

Population analysis type Mulliken, resulting atomic charges in e:
1. H 0.24
2. Cl -0.15
3. C -0.22
4. H 0.27
5. Cl -0.14

***

Order of stability, best first: *one*, *two*